Density functional theory data (ωB97M-V with the def2-TZVPD basis set) for the molecule C4H6N2S2 in a non-equilibrium geometry.

XYZ file:
```
14
Properties=species:S:1:pos:R:3:forces:R:3
C -1.290269 0.504520 -2.865305 0.06 0.11 1.21
C -0.775978 0.616840 -1.769841 -0.45 -0.08 -1.17
C -0.195323 0.802636 -0.443744 -0.34 -0.21 -0.51
N 0.132688 -0.130827 0.359543 0.13 -0.34 -0.54
S 0.096675 -1.767054 -0.202372 0.33 0.62 0.75
C 0.956859 -2.460867 1.244674 -0.74 -0.17 0.40
N -0.041639 2.153185 -0.119777 0.59 -0.85 0.53
S 0.674822 2.622612 1.326413 -0.67 0.00 0.50
H -1.887481 0.408909 -3.762574 0.57 0.01 0.44
H 1.016232 -3.551996 1.110979 -0.23 0.34 -0.02
H 1.976189 -2.097846 1.335671 -0.04 0.26 -0.07
H 0.363425 -2.224226 2.162713 0.60 -0.24 -0.76
H -0.658505 2.793341 -0.557581 -0.43 0.44 -0.42
H -0.367695 2.330774 2.181201 0.62 0.11 -0.35
```
Positions in Å, forces in eV/Å.

Calculated values
E_LUMO: 0.8 eV
Gap between HOMO and LUMO: 8.872 eV
Charge: 0
SMILES: C#C/C(=N\SC)NS
Energy: -28892.98815 eV
2S+1: 1

Results of the Löwdin charge analysis, in e, for atoms 1 through 8:
1. C 0.139
2. C -0.099
3. C -0.583
4. N -0.262
5. S 0.804
6. C -0.415
7. N -0.414
8. S 0.742